No. 1
ORCA calculation (the ωB97M-V functional and the def2-TZVPD basis) on a molecular structure, C26H30ClN7NaO5S at a distorted geometry.

The geometry in ORCA input format:
```
! wB97M-V def2-TZVPD RIJCOSX def2/J DEFGRID3
* xyz -1 1
Na -0.9782 1.1066 -0.1390
C -1.0052 -3.9841 -3.0071
O -1.3811 -2.6936 -2.4997
C -0.4204 -1.7392 -2.3718
O -0.3191 -1.0785 -1.3516
N 0.4359 -1.5198 -3.3828
N 1.4876 -0.5926 -3.2053
H -1.9253 -4.5450 -3.0482
H -0.3197 -4.4802 -2.3317
H -0.5188 -4.0016 -4.0383
H 0.4063 -1.9660 -4.3106
H 1.5854 -0.5571 -2.1755
H 2.3149 -1.0552 -3.5701
C 2.4373 4.6501 -2.2302
C 1.5221 3.6783 -1.5513
N 1.1517 2.5585 -2.1624
O 1.7766 2.3808 -3.4304
C 0.9328 3.9088 -0.2475
C 1.4529 4.9640 0.6798
N -0.0064 3.0365 0.1166
O -0.3675 3.1630 1.3250
H 1.8638 5.3440 -2.8892
H 3.2362 4.0367 -2.7546
H 2.8384 5.2958 -1.4314
H 1.5792 1.4229 -3.5413
H 2.4039 4.6739 1.1061
H 0.7233 4.9432 1.5386
H 1.5350 5.9410 0.1715
N 4.8593 -3.7332 3.4538
C 5.5323 -2.9935 2.5246
O 6.7601 -2.9646 2.5357
C 4.7756 -2.1786 1.5167
C 5.4168 -1.8881 0.3102
C 4.7285 -1.2168 -0.7044
N 3.4731 -0.8497 -0.5944
C 2.8314 -1.0946 0.5389
C 3.4455 -1.6603 1.6587
H 5.4922 -4.2305 4.0811
H 3.9267 -4.1054 3.3968
H 6.4231 -2.1938 0.1267
H 5.1407 -1.0097 -1.6568
H 1.7380 -0.8279 0.5453
H 2.8886 -1.5865 2.5616
Cl -6.7188 0.7466 1.9022
C -5.3972 1.1467 0.8894
C -5.2722 0.5078 -0.3823
C -4.2353 0.8125 -1.2194
C -3.3569 1.9113 -1.0053
C -2.4260 2.3304 -1.9567
C -3.4627 2.4985 0.3017
C -4.4111 2.0807 1.2230
H -6.0084 -0.2518 -0.6938
H -4.1524 0.1759 -2.0870
H -1.7983 3.1983 -1.8447
H -2.4047 1.9262 -2.9571
H -2.7589 3.2816 0.5783
H -4.4308 2.4907 2.2824
S -2.2405 0.3092 4.2010
C -0.9620 0.6390 3.0694
N -0.8878 -0.1527 2.0693
C -1.7867 -1.1912 2.1757
C -1.8918 -2.1906 1.2027
C -2.8015 -3.1905 1.4444
C -3.4743 -3.2722 2.7065
C -3.4487 -2.2055 3.6163
C -2.5844 -1.1410 3.3578
H -0.3971 1.5586 3.1230
H -1.3775 -1.9996 0.2967
H -3.0877 -3.9264 0.6838
H -3.9949 -4.1814 2.9928
H -4.1045 -2.2691 4.4676
*
```

Its molecular weight is 611.08 g/mol. The value obtained for the HOMO energy is -1.83 eV. The value obtained for the relative energy (zero: lowest compared OMol25 entry of this formula, charge and spin) is 83.94 kJ/mol.

***

No. 2
ORCA calculation (the ωB97M-V functional and the def2-TZVPD basis) on 10 unconnected molecules or ions with the total composition C52H101F2N3O14PS3 at a distorted geometry.

The geometry in ORCA input format:
```
! wB97M-V def2-TZVPD RIJCOSX def2/J DEFGRID3
* xyz 1 1
C 7.1515 6.0331 -0.5233
C 7.2818 4.6885 -1.1539
O 8.2604 3.9851 -0.9930
O 6.2346 4.3360 -1.9489
C 5.7825 3.0064 -1.7790
C 5.0436 2.5493 -3.0141
C 4.7290 1.0758 -2.9365
C 3.7457 0.6107 -4.0082
C 2.4153 1.3810 -3.9373
C 1.1655 0.4859 -4.0914
C 0.5990 0.1362 -2.7177
N 0.7553 -1.2962 -2.3385
C 0.6395 -1.4817 -0.8411
C 2.0399 -1.3174 -0.2589
C 2.2612 -1.9560 1.1169
C 3.3209 -1.2349 1.9076
F 3.7792 -2.0908 2.8923
C -0.5518 -0.6815 -0.2694
C -1.3504 -1.6859 0.5940
C -2.5965 -1.1413 1.2642
F -3.4906 -2.1897 1.3913
P -0.1831 0.8170 0.7996
O 0.9657 1.7544 0.1837
O -1.4814 1.7378 0.7152
S 0.1726 0.4432 2.6553
N -1.4379 -0.3196 -1.3747
C -0.8570 0.4867 -2.4647
C -1.8134 0.3960 -3.6737
C -2.6122 1.6921 -3.8897
C -4.1172 1.4777 -3.7009
S -4.9456 3.0502 -4.0136
C -6.4926 2.9630 -3.1018
S -7.6573 1.9124 -3.5191
N -6.7052 3.8303 -2.0370
C -6.0954 5.1479 -2.1984
C -6.0050 5.8174 -0.8204
O -7.0849 5.4915 -0.0109
C -7.0892 4.1097 0.3131
C -6.4002 3.2498 -0.7342
H 6.4147 6.0340 0.2697
H 8.0980 6.3076 -0.0867
H 6.8981 6.7947 -1.2492
H 5.1243 2.9430 -0.9119
H 6.5937 2.3087 -1.5992
H 4.1724 3.1916 -3.1203
H 5.6936 2.7808 -3.8517
H 5.6574 0.5526 -3.1168
H 4.3203 0.8326 -1.9543
H 3.6134 -0.4679 -3.9886
H 4.2186 0.8472 -4.9539
H 2.3451 2.0043 -3.0537
H 2.3957 2.0682 -4.7732
H 1.5163 -0.4295 -4.5588
H 0.4697 1.0058 -4.7278
H 1.1953 0.6841 -2.0014
H -0.0214 -1.8173 -2.7521
H 1.6129 -1.7247 -2.6806
H 0.4013 -2.5317 -0.7210
H 2.7093 -1.8474 -0.9323
H 2.4019 -0.2942 -0.2474
H 2.6605 -2.9519 0.9518
H 1.3637 -2.0895 1.7006
H 4.1654 -0.9968 1.2644
H 2.9259 -0.3555 2.4018
H -1.6808 -2.4509 -0.1005
H -0.7332 -2.1527 1.3557
H -3.0929 -0.3317 0.7396
H -2.3955 -0.7908 2.2656
H 1.7834 1.5963 0.6649
H -1.6894 1.9911 -0.1935
H -2.2506 0.1828 -1.0553
H -0.8592 1.5341 -2.1513
H -1.3413 0.0870 -4.5965
H -2.5442 -0.3709 -3.4477
H -2.4384 2.1084 -4.8734
H -2.3156 2.4465 -3.1642
H -4.3428 1.1171 -2.7037
H -4.4568 0.6910 -4.3645
H -5.0764 5.1250 -2.5867
H -6.7115 5.7644 -2.8390
H -5.0616 5.5128 -0.3620
H -5.9208 6.8831 -0.9824
H -8.1290 3.8236 0.3915
H -6.6400 3.9639 1.2946
H -5.3223 3.1970 -0.5667
H -6.8319 2.2603 -0.6721
C -4.2099 -4.8420 2.0178
C -4.3648 -6.3184 1.7544
O -3.4090 -7.0147 1.4845
C -5.7571 -6.8874 1.8364
H -3.1637 -4.5643 1.9238
H -4.7925 -4.2694 1.2968
H -4.5506 -4.6019 3.0258
H -6.4072 -6.4019 1.1090
H -6.1669 -6.7355 2.8350
H -5.7248 -7.9545 1.6234
C -6.4254 -4.5837 -2.6983
C -6.4023 -3.0863 -2.5167
O -5.3780 -2.4987 -2.2569
C -7.7059 -2.3634 -2.6787
H -5.4236 -4.9850 -2.5557
H -7.0947 -5.0408 -1.9684
H -6.7683 -4.8328 -3.7033
H -8.4298 -2.7310 -1.9499
H -8.0898 -2.5255 -3.6869
H -7.5602 -1.2947 -2.5210
C -2.9665 -10.0273 1.1690
C -3.8462 -11.1486 0.6724
O -4.4420 -11.0670 -0.3756
C -3.9511 -12.3777 1.5452
H -2.9816 -9.2122 0.4555
H -3.3332 -9.6589 2.1268
H -1.9402 -10.3825 1.2845
H -4.3567 -12.1098 2.5220
H -2.9663 -12.8282 1.6765
H -4.6115 -13.1015 1.0741
C 7.3258 10.2031 2.1084
C 6.4419 9.0261 1.7815
O 5.8755 8.9318 0.7179
C 6.2985 7.9682 2.8506
H 7.3443 10.8862 1.2624
H 6.9406 10.7294 2.9827
H 8.3419 9.8635 2.3135
H 5.8726 8.4053 3.7544
H 7.2735 7.5385 3.0852
H 5.6388 7.1801 2.4943
C -9.4000 -8.7098 1.7687
C -9.7987 -7.2539 1.7436
O -8.9927 -6.3736 1.9367
C -11.2501 -6.9488 1.4668
H -8.3359 -8.7914 1.9771
H -9.9552 -9.2362 2.5462
H -9.6083 -9.1720 0.8029
H -11.8804 -7.4037 2.2319
H -11.5343 -7.3390 0.4885
H -11.4020 -5.8725 1.4769
C 0.6888 -4.9062 4.2365
C 0.0246 -4.7709 2.8938
O -0.2143 -3.6770 2.4200
C -0.3312 -6.0376 2.1658
H 0.8858 -3.9186 4.6475
H 0.0370 -5.4502 4.9211
H 1.6321 -5.4447 4.1324
H -1.0281 -6.6309 2.7577
H 0.5716 -6.6220 1.9780
H -0.8044 -5.7979 1.2164
C 10.5184 13.8173 4.1768
C 9.2968 13.0067 4.5365
O 9.3776 11.8392 4.8347
C 7.9683 13.7252 4.5058
H 11.4014 13.1864 4.2378
H 10.4261 14.2026 3.1603
H 10.6304 14.6529 4.8690
H 7.7719 14.1068 3.5027
H 7.9762 14.5570 5.2113
H 7.1764 13.0339 4.7838
C 2.6592 -1.7003 6.2913
C 1.4307 -0.8882 6.6265
O 0.3837 -1.4157 6.9144
C 1.5770 0.6156 6.5833
H 2.4222 -2.7594 6.3609
H 2.9946 -1.4781 5.2772
H 3.4620 -1.4711 6.9936
H 1.8633 0.9320 5.5784
H 2.3377 0.9370 7.2962
H 0.6292 1.0801 6.8432
C 6.8275 -1.4487 -6.7666
C 7.5283 -0.5544 -5.7735
O 7.0029 -0.2311 -4.7320
C 8.9119 -0.0819 -6.1367
H 5.8446 -1.7157 -6.3845
H 6.7100 -0.9299 -7.7188
H 7.4066 -2.3595 -6.9230
H 8.8794 0.4928 -7.0633
H 9.5764 -0.9370 -6.2674
H 9.2997 0.5496 -5.3415
*
```

Its molecular weight is 1157.56 g/mol. The value obtained for the HOMO energy is -10.17 eV.

***

No. 3
ORCA calculation (the ωB97M-V functional and the def2-TZVPD basis) on 3 unconnected molecules or ions with the total composition C5H15NO2 at a distorted geometry.

The geometry in ORCA input format:
```
! wB97M-V def2-TZVPD RIJCOSX def2/J DEFGRID3
* xyz 0 1
C 0.4415 1.7260 0.4441
C 1.0443 0.2839 0.4544
C -0.0610 -0.7019 0.2238
C -0.8317 -1.2185 1.1746
C -1.8898 -2.3063 1.1445
N 0.3472 2.3611 -0.8549
H 1.1365 2.2882 1.0964
H -0.5419 1.6706 0.9302
H 1.3984 0.1261 1.4847
H 1.7961 0.0912 -0.3136
H -0.0464 -1.0716 -0.8127
H -0.6782 -0.7097 2.1393
H -2.5721 -1.9999 1.9278
H -1.4062 -3.2661 1.2467
H -2.4298 -2.3221 0.2057
H 0.3990 1.8098 -1.6993
H -0.4946 2.9188 -0.8684
H 4.6118 -2.6789 -1.0119
H 3.8556 -3.3211 -2.1821
O 3.8703 -2.5519 -1.6103
H -2.2215 2.5533 -0.6713
H -3.2846 1.5368 -0.3586
O -3.1213 2.4885 -0.3236
*
```

The SMILES is C/C=C/CCN.O.O. Its molecular weight is 121.18 g/mol. The value obtained for the HOMO energy is -8.91 eV. The value obtained for the relative energy (zero: lowest compared OMol25 entry of this formula, charge and spin) is 187.31 kJ/mol.

***

No. 4
ORCA calculation (the ωB97M-V functional and the def2-TZVPD basis) on a molecular structure, C24H47AlBr4ClCsF6IN5O12P2S2 at a distorted geometry.

The geometry in ORCA input format:
```
! wB97M-V def2-TZVPD RIJCOSX def2/J DEFGRID3
* xyz 0 1
C -0.7741 2.6181 -1.4901
C 0.2564 3.1552 -0.5323
C 0.6423 4.5517 -0.8311
N 0.8188 2.4613 0.4262
C 0.1781 2.2423 1.6099
P -0.2215 3.9358 2.3770
N -1.3535 4.8039 1.7550
N -0.9586 1.1856 1.5837
C -2.1779 1.4192 2.4618
C -3.3001 2.1940 1.7489
F -2.7825 0.2332 2.7962
C -0.4823 -0.2796 1.6382
P -1.4834 -1.4518 0.5146
O -2.1710 -2.3861 1.6366
Cl -3.0561 -0.3944 -0.3037
C 1.0494 -0.4953 1.3269
C 1.3061 -0.6114 -0.2127
C 2.7911 -0.3121 -0.5719
C 3.0150 1.0418 -1.2537
I 3.3367 -1.8077 -2.0700
C 1.6822 -1.8190 1.9558
Br 2.9866 -1.2947 3.3948
C 0.7095 -2.9293 2.5223
C 0.5179 -4.0131 1.3929
Br 1.6809 -3.8801 3.9745
O 1.9020 0.6051 1.7591
C 1.3786 1.5746 2.4973
F 0.9668 1.1869 3.8702
C 2.5722 2.5484 2.7185
C 2.7141 2.9881 4.1839
O 3.2652 2.2865 4.9347
Br 2.0479 4.6869 4.8724
H -0.3520 1.7074 -1.9313
H -0.9600 3.3177 -2.2971
H -1.7154 2.3561 -1.0013
H 1.2132 4.6163 -1.7592
H -0.3162 5.0474 -0.8716
H 1.2246 4.9527 -0.0026
H 0.9033 4.7806 2.3953
H -0.6090 3.6888 3.7692
H -1.7592 4.3690 0.9224
H -1.3345 1.2801 0.6316
H -1.9520 1.8457 3.4813
H -3.6044 3.0502 2.3470
H -4.1776 1.5701 1.6177
H -3.0044 2.5424 0.7592
H -0.5427 -0.5442 2.6970
H -3.0894 -2.1135 1.7850
H 1.1768 -1.6598 -0.4535
H 0.6281 0.0326 -0.7715
H 3.4627 -0.5079 0.2571
H 3.9122 0.9730 -1.8599
H 2.1707 1.2347 -1.9165
H 3.0851 1.8473 -0.5245
H 2.3101 -2.3052 1.2169
H -0.2077 -2.6085 3.0028
H 1.1351 -4.9114 1.6129
H 0.8974 -3.5974 0.4073
H -0.4761 -4.4512 1.2789
H 2.5760 3.3585 1.9963
H 3.4859 1.9868 2.5323
O -2.9499 -5.2356 3.9875
H -2.9561 -4.7462 3.1644
Al -0.5123 2.3179 4.7078
C 5.5989 -5.2378 1.5406
S 4.5343 -4.7473 0.1847
O 3.1694 -4.4025 0.7765
C 4.4156 -6.3987 -0.5614
H 5.7780 -4.3648 2.1669
H 5.1206 -6.0225 2.1370
H 6.5697 -5.6109 1.1197
H 4.0163 -7.1135 0.1572
H 5.4159 -6.7172 -0.8919
H 3.7414 -6.3443 -1.4274
O 7.8307 -6.6564 0.0234
H 8.6098 -6.7245 -0.5345
C 3.6613 -10.6867 0.1025
N 3.6804 -9.9491 -1.1910
O 2.6311 -9.4773 -1.5928
O 4.7426 -9.8691 -1.7563
H 2.6494 -10.6771 0.4909
H 3.9925 -11.7009 -0.0956
H 4.3447 -10.1782 0.7770
Br -2.0426 -5.5478 1.2376
C -4.7337 6.3493 -1.2576
F -5.0550 6.0741 0.0226
F -5.4240 5.5057 -2.0219
F -5.1891 7.5812 -1.5133
S -2.9281 6.2192 -1.5581
O -2.6066 4.8197 -1.2204
O -2.3435 7.1760 -0.6510
O -2.7675 6.5353 -2.9510
C -6.3505 3.6960 -6.5201
C -5.8719 4.6582 -5.4551
O -5.4977 4.2836 -4.3593
N -5.8683 5.9841 -5.7577
C -6.2713 6.6269 -6.9933
H -6.2935 2.6853 -6.1287
H -7.3865 3.9071 -6.7880
H -5.7184 3.7622 -7.4065
H -5.5354 6.5646 -5.0025
H -5.4251 7.1829 -7.4012
H -7.0809 7.3292 -6.7858
H -6.6084 5.9034 -7.7276
F -0.4974 -6.4080 1.9594
Cs 2.2737 -6.2481 0.9873
*
```

Its molecular weight is 1479.59 g/mol. The value obtained for the HOMO energy is -5.97 eV.

***

No. 5
ORCA calculation (the ωB97M-V functional and the def2-TZVPD basis) on C5H8N2 in the gas phase at a distorted geometry.

The geometry in ORCA input format:
```
! wB97M-V def2-TZVPD RIJCOSX def2/J DEFGRID3
* xyz 0 1
C 0.4924 -0.4215 -0.6079
C 0.4373 -0.6184 0.9089
N 0.1895 -1.6604 -1.3143
C -0.5292 0.6790 -0.9995
C -0.5718 1.5980 0.8728
C 0.0901 0.6725 1.5722
N -0.4738 1.9135 -0.5899
H 1.4848 -0.0831 -0.9210
H -0.7751 -1.9419 -1.1491
H 0.3063 -1.5440 -2.3185
H -1.0164 0.5213 -1.9812
H -0.3014 -1.3750 1.2016
H 1.4036 -0.9815 1.2762
H -0.9516 2.4697 1.4044
H 0.2154 0.7719 2.6452
*
```

The SMILES is N[C@H]1C=NC=CC1. Its molecular weight is 96.13 g/mol. The value obtained for the HOMO energy is -8.28 eV. The value obtained for the relative energy (zero: lowest compared OMol25 entry of this formula, charge and spin) is 292.55 kJ/mol.

***

No. 6
ORCA calculation (the ωB97M-V functional and the def2-TZVPD basis) on C6H7ClN6O in the gas phase.

The geometry in ORCA input format:
```
! wB97M-V def2-TZVPD RIJCOSX def2/J DEFGRID3
* xyz 0 1
C -1.9036 2.0047 0.0767
C -0.0889 0.6585 -0.2722
C -0.9185 -0.4838 -0.1255
C -2.7171 0.8740 0.2974
C 1.3572 0.6738 -0.5499
C 3.2189 -0.6453 0.0425
N -0.6308 1.8754 -0.1867
N -2.2151 -0.3498 0.1737
N -0.4923 -1.7435 -0.3378
N 2.0240 -0.5490 -0.3475
N -4.0104 0.9783 0.6976
N 3.8902 -1.8056 0.0507
O 1.9374 1.6448 -0.9775
Cl 4.1394 0.6604 0.7868
H -2.2935 3.0110 0.1321
H -1.1272 -2.4934 -0.1314
H 0.5009 -1.8890 -0.4279
H -4.4977 1.8446 0.5542
H -4.5521 0.1304 0.6974
H 4.8550 -1.8182 0.3309
H 3.5240 -2.5783 -0.4835
*
```

The SMILES is N/C(Cl)=N/C(=O)c1ncc(N)nc1N. Its molecular weight is 214.62 g/mol. The value obtained for the HOMO energy is -7.95 eV. The value obtained for the relative energy (zero: lowest compared OMol25 entry of this formula, charge and spin) is 0.00 kJ/mol.